Record 1
Here is a cluster of 10 separate species, C27H42ClO31 in total at a distorted geometry from the OMol25 dataset. Energies are from ωB97M-V with the def2-TZVPD basis set.

The spin multiplicity is 2. The max |F| comes out at 6.84 eV Å⁻¹. Its electronic energy is -3846.12171 a.u.

CARTESIAN COORDINATES (ANGSTROEM)
1 Cl -0.94294 0.13779 -0.18262
2 O 0.07064 1.06271 -0.28837
3 O -1.55518 0.39928 1.12746
4 O -1.88273 0.07616 -1.28365
5 O -0.22961 -1.07199 -0.07033
6 C -1.56583 3.05454 -3.77854
7 C -0.56132 2.51905 -4.66713
8 O 0.58408 3.21398 -4.25406
9 C 0.29493 4.11977 -3.36324
10 O 1.07244 4.91936 -2.82243
11 O -0.93916 4.16715 -3.20303
12 H -1.94579 2.34879 -3.03986
13 H -2.54101 3.31887 -4.18751
14 H -0.93717 2.80678 -5.64899
15 H -0.54788 1.43042 -4.61415
16 C 1.92128 0.11788 -3.07960
17 C 2.80062 -0.66799 -2.15875
18 O 4.11689 -0.00464 -2.28533
19 C 4.12795 0.65211 -3.49306
20 O 5.10275 1.05395 -4.09157
21 O 2.79640 0.80881 -3.90882
22 H 1.27699 0.79763 -2.52199
23 H 1.25573 -0.39084 -3.77699
24 H 2.81743 -1.73902 -2.36055
25 H 2.48818 -0.59424 -1.11710
26 C -3.68340 3.19091 1.91343
27 C -3.49998 3.08798 0.40503
28 O -4.65560 3.77339 -0.13583
29 C -5.49892 4.08974 0.87413
30 O -6.56342 4.59186 0.63792
31 O -4.94759 3.74402 2.05979
32 H -2.89680 3.77294 2.39365
33 H -3.76842 2.21990 2.40129
34 H -3.22424 2.12001 -0.01342
35 H -2.62708 3.69136 0.15587
36 C -5.19062 1.87651 -2.34090
37 C -5.12099 0.40013 -2.57378
38 O -6.10015 0.14046 -3.57026
39 C -6.32570 1.25568 -4.18882
40 O -7.02836 1.29880 -5.19688
41 O -5.87284 2.31104 -3.54059
42 H -4.22897 2.38935 -2.35865
43 H -5.65008 2.10724 -1.37977
44 H -5.45540 0.08147 -1.58649
45 H -4.24526 -0.18923 -2.84555
46 C 0.78915 0.37966 5.00179
47 C -0.32799 0.88014 4.21038
48 O -1.43593 -0.01056 4.43810
49 C -1.14852 -0.79473 5.46243
50 O -1.87346 -1.59057 6.03770
51 O 0.08171 -0.52158 5.89129
52 H 1.15447 1.30229 5.45280
53 H 1.50205 -0.11917 4.34527
54 H -0.05152 1.02364 3.16584
55 H -0.75903 1.82961 4.52789
56 C -3.87605 -2.89985 -0.77253
57 C -3.39690 -4.27342 -1.32951
58 O -4.67798 -4.86303 -1.66617
59 C -5.62139 -3.95467 -1.68521
60 O -6.79011 -4.09632 -2.09380
61 O -5.18883 -2.75811 -1.23043
62 H -3.16016 -2.10384 -0.97739
63 H -4.00066 -2.99731 0.30593
64 H -3.03940 -4.86185 -0.48450
65 H -2.66058 -4.23111 -2.13209
66 C 0.45163 -4.10643 -0.91707
67 O 1.81107 -4.05088 -1.31851
68 C 2.64385 -5.12957 -1.13355
69 O 3.72692 -5.12307 -1.73125
70 O 2.04677 -6.07138 -0.27568
71 C 2.82022 -7.01072 0.35529
72 H -0.22292 -3.50643 -1.52788
73 H 0.59264 -3.65259 0.06386
74 H 0.12134 -5.14107 -0.82471
75 H 3.27889 -7.62995 -0.41560
76 H 2.06441 -7.58930 0.88644
77 H 3.54152 -6.58375 1.05209
78 C 2.47023 -0.79583 1.92908
79 O 3.20795 -1.56280 2.95175
80 C 4.45807 -1.89288 2.71640
81 O 5.07414 -1.88586 1.69135
82 O 4.97673 -2.39476 3.79797
83 C 6.27183 -3.12107 3.81031
84 H 1.72183 -0.04823 2.19193
85 H 2.17909 -1.42766 1.08996
86 H 3.21320 -0.12849 1.49232
87 H 6.58557 -3.38870 4.81929
88 H 7.10189 -2.58335 3.35208
89 H 6.23525 -4.09242 3.31711
90 C 4.56736 4.93847 4.02300
91 O 4.10197 4.75279 2.62939
92 C 3.69573 3.64690 2.15977
93 O 3.58408 2.53338 2.78374
94 O 3.54232 3.86008 0.83498
95 C 3.51727 2.82817 -0.10681
96 H 5.65587 4.89052 3.99192
97 H 4.21216 4.14211 4.67702
98 H 4.22424 5.92174 4.34477
99 H 2.50766 2.45580 -0.28036
100 H 4.08006 1.92009 0.10942
101 H 3.92593 3.19787 -1.04724



Record 2
Here is a cluster of 9 separate species, C27H42F4O27 in total at a distorted geometry from the OMol25 dataset. Energies are from ωB97M-V with the def2-TZVPD basis set.

The spin multiplicity is 1. Its SMILES is O=C1OC[C@@H](F)O1.O=C1OC[C@@H](F)O1.O=C1OC[C@@H](F)O1.O=C1OC[C@@H](F)O1.COC(=O)OC.COC(=O)OC.COC(=O)OC.COC(=O)OC.COC(=O)OC. The calculation puts the energy above the lowest of the compared OMol25 structures with the same formula, charge and spin at 293.0 kJ/mol. The max |F| comes out at 5.97 eV Å⁻¹. Its electronic energy is -3484.89703 a.u.

CARTESIAN COORDINATES (ANGSTROEM)
1 C -4.52725 9.67149 1.91580
2 O -4.63319 10.66762 2.95165
3 C -5.36427 10.43452 4.02722
4 O -6.15959 9.53157 4.30783
5 O -5.03577 11.46022 4.91386
6 C -5.44995 11.41820 6.25328
7 H -5.05580 9.97926 1.01357
8 H -4.88204 8.68871 2.22625
9 H -3.44338 9.66111 1.80083
10 H -5.05640 12.27453 6.80092
11 H -5.08065 10.59049 6.85878
12 H -6.51593 11.51370 6.45985
13 C 0.04302 7.36575 -7.65065
14 O 0.35540 7.85199 -6.34454
15 C 0.96706 7.00420 -5.59407
16 O 1.07682 5.83916 -5.85611
17 O 1.40916 7.66219 -4.49663
18 C 2.11771 6.92320 -3.49042
19 H -0.83059 6.72050 -7.55815
20 H 0.88475 6.94289 -8.19908
21 H -0.32819 8.20229 -8.24268
22 H 1.67012 5.94835 -3.29693
23 H 1.95115 7.47342 -2.56435
24 H 3.18284 6.91447 -3.72176
25 C -5.81663 -7.25486 -3.49039
26 O -5.39432 -5.88774 -3.51956
27 C -6.20579 -4.95162 -3.87918
28 O -7.30776 -5.13104 -4.37598
29 O -5.71316 -3.76549 -3.60492
30 C -6.59431 -2.62634 -3.45405
31 H -5.58729 -7.75605 -4.43077
32 H -6.88206 -7.35853 -3.28494
33 H -5.29219 -7.72047 -2.65596
34 H -7.67744 -2.63762 -3.33229
35 H -6.51398 -2.11950 -4.41568
36 H -6.03490 -2.04034 -2.72483
37 C 6.54938 -0.26263 2.01343
38 O 7.59490 -1.19253 1.80801
39 C 8.08532 -1.92105 2.82169
40 O 7.68916 -1.79278 3.99978
41 O 8.98664 -2.75865 2.30989
42 C 9.80483 -3.49548 3.20968
43 H 5.74228 -0.59300 2.66731
44 H 6.13147 0.13726 1.08956
45 H 6.94327 0.61729 2.52204
46 H 9.17851 -4.30807 3.57781
47 H 10.18457 -2.91016 4.04712
48 H 10.67196 -3.94958 2.73015
49 C 0.13625 -5.45433 -6.88363
50 O 0.02902 -4.24533 -7.50794
51 C 0.17057 -4.15038 -8.86678
52 O 0.36454 -5.10015 -9.63305
53 O 0.03098 -2.83906 -9.14860
54 C -0.16463 -1.78032 -8.16038
55 H 1.20271 -5.63844 -6.75370
56 H -0.38171 -6.21931 -7.46210
57 H -0.33592 -5.45576 -5.90121
58 H -0.03530 -0.78931 -8.59544
59 H 0.64360 -1.85580 -7.43294
60 H -1.07780 -1.82544 -7.56693
61 C -0.86854 -1.27261 -0.45764
62 C 0.42305 -0.56256 -0.90184
63 O 0.19212 0.72252 -0.35315
64 C -1.15860 0.94215 -0.19825
65 O -1.68664 2.03457 -0.10608
66 O -1.83016 -0.19963 -0.43984
67 F 0.49475 -0.57452 -2.22303
68 H -0.72352 -1.61666 0.56642
69 H -1.11186 -2.11706 -1.10245
70 H 1.31198 -1.05366 -0.50598
71 C 6.19966 -7.85671 -0.77133
72 C 5.90728 -9.10418 -1.49314
73 O 4.73075 -8.73663 -2.12592
74 C 4.06424 -7.95539 -1.23058
75 O 2.85311 -7.71637 -1.23473
76 O 4.88727 -7.45003 -0.40733
77 F 5.66128 -10.05284 -0.60407
78 H 6.62818 -7.05029 -1.36643
79 H 6.77807 -8.01207 0.13938
80 H 6.73383 -9.40986 -2.13459
81 C 2.42689 -4.62199 7.09983
82 C 2.60156 -4.57387 5.50117
83 O 2.30310 -3.26763 5.15772
84 C 1.48439 -2.75154 6.12728
85 O 0.91033 -1.68520 6.05138
86 O 1.43978 -3.60072 7.25685
87 F 1.63361 -5.38290 5.07758
88 H 3.25377 -4.15579 7.63558
89 H 2.03381 -5.59265 7.40213
90 H 3.61030 -4.85282 5.19658
91 C -4.39784 3.42939 7.62369
92 C -3.83909 4.69971 7.00070
93 O -4.52743 5.67972 7.78627
94 C -5.62210 5.12450 8.35192
95 O -6.39056 5.76502 9.04545
96 O -5.70113 3.86176 8.02816
97 F -4.04145 4.80471 5.73832
98 H -3.79193 3.12086 8.47562
99 H -4.52243 2.57157 6.96284
100 H -2.76964 4.76241 7.20181



Record 3
Here is a structure of composition C27H42N2O6S2 from the OMol25 dataset. Energies are from ωB97M-V with the def2-TZVPD basis set.

The spin multiplicity is 1. The max |F| comes out at 0.76 eV Å⁻¹. Its electronic energy is -2411.24687 a.u.

CARTESIAN COORDINATES (ANGSTROEM)
1 C -3.80782 2.76207 -0.10047
2 C -2.45657 2.53997 0.52148
3 C -1.89718 3.45931 1.40499
4 C -0.64876 3.24491 1.94998
5 C 0.12835 2.11935 1.65230
6 C 1.48240 1.93183 2.34557
7 C 2.54093 1.19042 1.52876
8 C 2.08041 3.29608 2.73806
9 C -0.45522 1.20668 0.76433
10 O 0.18393 0.01483 0.44637
11 C 0.88881 -0.07149 -0.78216
12 S -0.14631 -0.68025 -2.13689
13 O -1.18975 -1.43604 -1.45814
14 O 0.76526 -1.45186 -2.94467
15 N -0.82838 0.54713 -2.86282
16 S 0.04680 1.68520 -3.55315
17 O 1.46362 1.60346 -3.24329
18 O -0.31082 1.88129 -4.93123
19 C -0.56654 3.15821 -2.67546
20 O -0.82766 4.22711 -3.54083
21 C 0.24485 4.92077 -4.04544
22 C 0.19072 5.26318 -5.38553
23 C 1.22131 5.99268 -5.95021
24 C 2.31236 6.38215 -5.18025
25 C 2.35330 6.04830 -3.83778
26 C 1.32180 5.32240 -3.26379
27 C -1.71544 1.40539 0.22435
28 H -4.04723 1.95514 -0.78906
29 H -4.57437 2.81605 0.67436
30 H -3.83242 3.70880 -0.64140
31 H -2.44971 4.34985 1.67818
32 H -0.28622 3.98959 2.64325
33 H 1.28011 1.38359 3.27183
34 H 2.70365 1.65733 0.55877
35 H 2.29555 0.13916 1.40716
36 H 3.48425 1.21806 2.07789
37 H 1.56314 3.76509 3.57200
38 H 3.14236 3.20309 2.95112
39 H 1.98514 3.97973 1.89049
40 H 1.38221 0.86094 -1.04328
41 H 1.64662 -0.84617 -0.66677
42 H 0.14779 3.39680 -1.88456
43 H -1.50294 2.89141 -2.20178
44 H -0.65354 4.94369 -5.97853
45 H 1.18406 6.25752 -6.99847
46 H 3.12952 6.93070 -5.62736
47 H 3.19075 6.35212 -3.22367
48 H 1.35980 5.07100 -2.21271
49 H -2.12024 0.65922 -0.44341
50 C 2.09905 -2.98944 3.02669
51 C 1.53399 -2.88154 1.61211
52 C 0.05011 -2.51748 1.57398
53 C -0.95469 -3.50625 2.12244
54 N -1.09000 -4.78355 1.31218
55 C -0.07759 -5.81794 1.75461
56 C -0.80750 -6.67001 2.77145
57 C -2.18279 -6.81613 2.12618
58 C -2.45582 -5.41668 1.58741
59 C -0.96259 -4.50794 -0.15619
60 H 1.64971 -3.80703 3.59890
61 H 3.17436 -3.16437 3.00357
62 H 1.92407 -2.06468 3.57872
63 H 1.73822 -3.80212 1.05691
64 H 2.06990 -2.09492 1.08041
65 H -0.24211 -2.24290 0.56088
66 H -0.08684 -1.60031 2.14752
67 H -1.93716 -3.03756 2.08988
68 H -0.75785 -3.79377 3.15668
69 H 0.19347 -6.40407 0.87807
70 H 0.80235 -5.31437 2.13883
71 H -0.88123 -6.14986 3.72868
72 H -0.30868 -7.62078 2.94442
73 H -2.95254 -7.13703 2.82426
74 H -2.14888 -7.54188 1.31243
75 H -2.96733 -4.80035 2.32040
76 H -3.02424 -5.41180 0.66255
77 H 0.05125 -4.19702 -0.38359
78 H -1.66049 -3.72377 -0.44294
79 H -1.19085 -5.43024 -0.68559



> Among the records above, which one has the lowest electronic energy?

C27H42ClO31



> electronic energy of number 2 (C27H42F4O27)?

-3484.89703 a.u.



> What is the max |F| in the third record?

0.76 eV Å⁻¹



> The lowest electronic energy belongs to which entry?

C27H42ClO31